# 1
{
  "formula": "C2H3NS",
  "method": "ωB97M-V/def2-TZVPD",
  "e_above_lowest_ev": 4.492,
  "multiplicity": 3,
  "total_energy_ha": -530.6789,
  "homo_lumo_gap_ev": [5.660, 7.004],
  "e_homo_ev": [-4.99, -9.16],
  "lumo_ha": [0.024, -0.079],
  "charge": 0,
  "elements": ["S", "N", "C", "C", "H", "H", "H"],
  "xyz": [[-2.145, -0.050, 0.025], [-0.724, -0.962, -0.098], [-0.837, 1.129, -0.037], [0.105, 0.088, -0.188], [1.454, -0.444, -0.166], [-0.928, 2.242, -0.009], [-0.465, -1.551, 0.637]]
}


# 2
{
  "formula": "C2H3NS2",
  "method": "ωB97M-V/def2-TZVPD",
  "e_above_lowest_ev": 1.301,
  "multiplicity": 1,
  "total_energy_ha": -929.0695,
  "homo_lumo_gap_ev": 8.624,
  "smiles": "S=C/N=C\\S",
  "e_homo_ev": -8.53,
  "lumo_ha": 0.003,
  "charge": 0,
  "elements": ["S", "S", "N", "C", "C", "H", "H", "H"],
  "xyz": [[-0.649, -1.510, 0.137], [3.351, -0.506, -0.148], [0.882, 0.591, -0.017], [-0.221, 0.053, -0.300], [2.004, 0.189, 0.516], [-1.983, -1.712, -0.396], [-0.921, 0.845, -0.469], [2.062, 0.623, 1.512]]
}